# 1
Molecular formula: C44H115N11O17
Method: DFT, ωB97M-V/def2-TZVPD

orbital gap	8.7	eV
HOMO level	-8.464	eV
SMILES	COCCNCCOC.COCCNCCOC.COCCNCCOC.COCCNCCOC.COCCNCCOC.COCCNCCOC.COCCNCCOC.NC(N)=O.NC(N)=O.O
molar mass	1070.46	g/mol
relative energy (zero: lowest compared OMol25 entry of this formula, charge and spin)	36.6	kcal per mole

Structure (ORCA input):
```
! RIJCOSX wB97M-V def2-TZVPD def2/J DEFGRID3
* xyz 0 1
C -6.198 -1.577 6.343
O -5.197 -1.632 5.353
C -5.256 -2.853 4.645
C -4.023 -3.068 3.777
N -2.836 -3.272 4.593
C -1.677 -3.874 3.896
C -1.076 -3.089 2.754
O -1.868 -2.865 1.616
C -2.048 -4.054 0.861
H -7.157 -2.072 6.158
H -6.418 -0.517 6.473
H -5.837 -2.001 7.287
H -6.171 -2.933 4.050
H -5.307 -3.664 5.391
H -3.908 -2.183 3.153
H -4.306 -3.928 3.143
H -3.070 -4.041 5.224
H -1.923 -4.885 3.522
H -0.867 -4.037 4.610
H -0.129 -3.549 2.432
H -0.752 -2.092 3.069
H -2.653 -3.865 -0.026
H -2.578 -4.802 1.459
H -1.072 -4.415 0.513
C -2.856 3.072 -2.330
O -2.025 3.003 -3.464
C -0.952 2.112 -3.285
C 0.002 2.293 -4.421
N 0.603 3.631 -4.388
C 1.524 3.887 -5.466
C 0.960 3.793 -6.876
O 1.801 4.613 -7.702
C 1.104 5.137 -8.805
H -3.685 3.729 -2.582
H -2.351 3.407 -1.418
H -3.264 2.081 -2.101
H -1.335 1.080 -3.300
H -0.476 2.257 -2.309
H -0.608 2.187 -5.339
H 0.780 1.529 -4.496
H -0.178 4.280 -4.425
H 2.405 3.247 -5.349
H 1.966 4.883 -5.377
H -0.091 4.077 -6.990
H 1.053 2.792 -7.320
H 0.394 5.910 -8.478
H 0.659 4.365 -9.437
H 1.800 5.723 -9.416
C -3.162 0.161 -0.066
O -2.000 0.880 -0.351
C -1.210 1.058 0.821
C 0.106 1.694 0.482
N 1.120 0.745 0.091
C 0.758 -0.032 -1.086
C 1.840 -0.981 -1.500
O 2.145 -2.062 -0.653
C 1.171 -3.054 -0.569
H -2.969 -0.912 0.089
H -3.857 0.238 -0.901
H -3.658 0.516 0.848
H -1.085 0.120 1.375
H -1.758 1.779 1.440
H 0.491 2.271 1.336
H -0.030 2.520 -0.247
H 2.074 1.059 -0.043
H 0.442 0.568 -1.954
H -0.147 -0.593 -0.812
H 2.790 -0.433 -1.546
H 1.662 -1.368 -2.509
H 1.012 -3.550 -1.542
H 0.198 -2.651 -0.264
H 1.503 -3.842 0.108
C -7.479 3.103 3.108
O -8.346 2.089 2.668
C -7.662 0.991 2.147
C -8.679 -0.083 1.755
N -9.730 -0.274 2.772
C -9.225 -1.069 3.904
C -10.108 -0.862 5.123
O -10.224 0.491 5.506
C -9.000 1.022 5.989
H -6.602 2.689 3.623
H -7.969 3.750 3.837
H -7.136 3.743 2.285
H -6.958 0.556 2.880
H -7.035 1.273 1.289
H -8.212 -1.034 1.503
H -9.209 0.297 0.875
H -9.841 0.657 3.178
H -8.187 -0.803 4.153
H -9.240 -2.122 3.603
H -9.803 -1.567 5.914
H -11.132 -1.156 4.876
H -8.178 0.791 5.301
H -8.756 0.556 6.950
H -9.027 2.107 6.025
C 8.916 -5.397 -1.445
O 8.269 -6.320 -0.619
C 7.450 -5.735 0.389
C 6.130 -5.242 -0.149
N 6.177 -3.842 -0.556
C 5.311 -3.479 -1.648
C 5.386 -1.997 -1.958
O 6.708 -1.633 -2.294
C 7.028 -1.836 -3.652
H 9.571 -4.675 -0.933
H 8.246 -4.841 -2.112
H 9.608 -5.972 -2.069
H 8.021 -4.927 0.866
H 7.307 -6.521 1.129
H 5.387 -5.323 0.659
H 5.796 -5.949 -0.920
H 7.117 -3.501 -0.696
H 4.292 -3.821 -1.450
H 5.561 -3.951 -2.626
H 5.104 -1.353 -1.127
H 4.737 -1.808 -2.822
H 6.143 -1.736 -4.287
H 7.366 -2.875 -3.810
H 7.860 -1.198 -3.934
C 2.529 3.527 -2.037
O 3.314 4.351 -1.202
C 2.605 5.038 -0.229
C 3.584 5.682 0.745
N 4.561 4.706 1.200
C 5.858 5.235 1.589
C 5.810 6.108 2.816
O 5.328 7.391 2.445
C 5.440 8.370 3.441
H 1.806 2.960 -1.432
H 3.202 2.786 -2.457
H 1.955 4.105 -2.764
H 1.880 4.395 0.298
H 1.986 5.849 -0.646
H 3.013 6.061 1.598
H 4.000 6.574 0.260
H 4.660 4.023 0.455
H 6.350 5.789 0.774
H 6.555 4.405 1.739
H 6.859 6.271 3.141
H 5.328 5.652 3.689
H 6.476 8.443 3.818
H 4.812 8.147 4.312
H 5.217 9.334 2.993
C 3.065 1.229 -4.873
O 2.562 -0.057 -4.671
C 3.028 -1.009 -5.603
C 2.431 -2.348 -5.222
N 0.995 -2.121 -5.030
C 0.260 -3.298 -4.619
C -1.137 -2.966 -4.189
O -1.053 -1.985 -3.160
C -2.295 -1.655 -2.643
H 3.164 1.496 -5.934
H 4.073 1.363 -4.461
H 2.368 1.928 -4.414
H 4.118 -1.018 -5.719
H 2.592 -0.750 -6.584
H 2.913 -2.634 -4.268
H 2.567 -3.079 -6.016
H 0.967 -1.424 -4.294
H 0.818 -3.758 -3.778
H 0.273 -4.069 -5.395
H -1.615 -3.867 -3.777
H -1.776 -2.620 -5.012
H -2.155 -0.806 -1.966
H -2.799 -2.438 -2.061
H -2.994 -1.317 -3.420
N -3.453 0.457 5.740
C -4.034 1.696 5.853
N -3.154 2.720 6.163
O -5.220 1.908 5.614
H -2.462 0.355 5.834
H -4.035 -0.318 5.405
H -2.157 2.623 6.188
H -3.505 3.629 6.395
N 4.374 -4.767 2.583
C 3.286 -5.630 2.587
N 2.079 -4.972 2.337
O 3.361 -6.809 2.887
H 4.298 -3.801 2.320
H 5.303 -5.123 2.688
H 1.185 -5.409 2.256
H 2.110 -3.969 2.302
O 3.685 1.877 1.219
H 2.947 1.562 1.754
H 3.798 2.812 1.469
*
```

Atom charges from the Löwdin analysis, given in e for atoms 1 to 2: atom 1 (C): -0.099, atom 2 (O): -0.226

***

# 2
Molecular formula: C46H42BBrCdCl3N9O2S2
Method: DFT, ωB97M-V/def2-TZVPD

orbital gap	8.5	eV
HOMO level	-8.177	eV
molar mass	1126.52	g/mol
relative energy (zero: lowest compared OMol25 entry of this formula, charge and spin)	0.0	kcal per mole

Structure (ORCA input):
```
! RIJCOSX wB97M-V def2-TZVPD def2/J DEFGRID3
* xyz 0 1
Cd 0.182 0.390 -0.198
C 1.325 4.774 2.825
C 1.728 3.765 1.803
C 2.770 3.821 0.903
C 2.668 2.653 0.137
N 1.647 1.919 0.575
N 1.066 2.610 1.592
B -0.101 2.043 2.446
N 0.195 0.581 2.882
N 0.147 -0.467 2.018
C 0.268 -1.573 2.749
C 0.389 -1.236 4.106
C 0.336 0.138 4.149
C 0.433 1.040 5.335
C 0.246 -2.943 2.205
C 0.649 -3.236 0.908
C 0.626 -4.535 0.429
C 0.183 -5.570 1.242
C -0.239 -5.288 2.534
C -0.205 -3.986 3.012
N -1.455 2.106 1.699
N -1.641 1.504 0.499
C -2.880 1.779 0.113
C -3.518 2.562 1.080
C -2.579 2.748 2.074
C -2.715 3.495 3.359
C -3.442 1.363 -1.193
C -4.336 0.302 -1.284
C -4.887 -0.049 -2.509
C -4.553 0.664 -3.652
C -3.674 1.736 -3.563
C -3.126 2.088 -2.339
C 3.548 2.270 -0.982
C 3.104 1.509 -2.059
C 3.960 1.176 -3.097
C 5.279 1.606 -3.082
C 5.732 2.377 -2.020
C 4.875 2.705 -0.982
H 1.986 5.636 2.757
H 1.381 4.374 3.837
H 0.303 5.113 2.655
H 3.470 4.629 0.784
H -0.186 2.712 3.429
H 0.515 -1.904 4.941
H 0.583 0.439 6.230
H -0.473 1.631 5.466
H 1.268 1.735 5.241
H 0.968 -2.428 0.267
H 0.947 -4.738 -0.586
H 0.166 -6.587 0.872
H -0.602 -6.084 3.171
H -0.563 -3.773 4.011
H -4.525 2.942 1.046
H -3.741 3.841 3.466
H -2.054 4.362 3.393
H -2.475 2.862 4.214
H -4.605 -0.244 -0.391
H -5.586 -0.875 -2.567
H -4.983 0.391 -4.607
H -3.407 2.299 -4.448
H -2.448 2.928 -2.258
H 2.064 1.213 -2.118
H 3.584 0.593 -3.929
H 5.943 1.357 -3.899
H 6.757 2.724 -1.998
H 5.249 3.285 -0.148
C -3.739 -4.077 -2.247
C -3.679 -3.376 -0.920
C -4.772 -3.323 -0.057
C -4.680 -2.624 1.131
C -3.478 -1.980 1.399
Br -3.316 -0.968 3.000
N -2.425 -2.027 0.625
C -2.528 -2.726 -0.507
H -4.194 -5.064 -2.157
H -2.743 -4.194 -2.672
H -4.337 -3.497 -2.954
H -5.693 -3.833 -0.315
H -5.504 -2.568 1.826
H -1.628 -2.774 -1.110
C -1.574 -1.040 -3.231
C -0.182 -1.533 -3.046
N 0.571 -1.350 -1.998
C 1.820 -1.915 -2.155
C 2.012 -2.535 -3.346
S 0.594 -2.433 -4.291
C 2.822 -1.758 -1.097
C 4.052 -2.331 -1.063
S 4.890 -1.805 0.326
C 3.527 -0.849 0.792
N 2.536 -0.927 -0.041
C 3.569 -0.015 2.027
H -2.062 -0.882 -2.270
H -2.160 -1.737 -3.829
H -1.542 -0.076 -3.735
H 2.899 -3.025 -3.710
H 4.497 -3.020 -1.760
H 4.020 -0.568 2.851
H 2.562 0.286 2.301
H 4.161 0.885 1.849
Cl 2.066 4.111 -3.635
C 0.615 3.111 -3.803
Cl -0.689 4.090 -4.521
Cl 0.976 1.758 -4.898
C 0.149 2.635 -2.366
O 0.027 3.516 -1.540
O 0.014 1.385 -2.261
*
```

Atom charges from the Löwdin analysis, given in e for atoms 1 to 2: atom 1 (Cd): 1.441, atom 2 (C): -0.015

***

no.,LUMO level (eV)
1,0.272
2,0.288